{
  "formula": "C6H8N2O2",
  "method": "ωB97M-V/def2-TZVPD",
  "species": ["C", "N", "C", "C", "C", "O", "C", "C", "N", "O", "H", "H", "H", "H", "H", "H", "H", "H"],
  "positions_angstrom": [[-1.4563, 1.1353, -1.6104], [-0.5997, 1.1421, -0.4408], [0.0414, 2.2327, 0.0360], [0.9265, 1.8580, 1.0364], [0.8362, 0.4532, 1.1281], [1.7055, -0.3065, 1.8299], [-0.1987, 0.0313, 0.2864], [-0.7177, -1.3238, 0.1497], [-0.0556, -2.1848, -0.6719], [-1.9367, -1.6283, 0.1919], [-2.4744, 0.8271, -1.3460], [-1.4775, 2.1470, -2.0285], [-1.0667, 0.4461, -2.3693], [-0.1129, 3.2063, -0.4227], [1.6191, 2.5038, 1.5691], [1.6181, -1.2380, 1.5922], [0.9001, -1.9524, -0.9161], [-1.0073, -2.7280, -1.0316]],
  "nbo_charge": [-0.3996, -0.2995, -0.0187, -0.3634, 0.2831, -0.6625, -0.1126, 0.6234, -0.8601, -0.6285, 0.2220, 0.2137, 0.2038, 0.2132, 0.2336, 0.4784, 0.4088, 0.4650],
  "smiles": "Cn1ccc(O)c1C(N)=O",
  "homo_energy_ev": -8.17,
  "e_above_lowest_ev": 2.131,
  "orbital_gap_ha": 0.319,
  "lumo_ev": 0.509
}